[1]
Here is a structure of composition C33H37BN11O2Tl from the Open Molecules 2025 dataset. Energies are from ωB97M-V with the def2-TZVPD basis set.

Each line ends with the Mulliken charge.
Atoms and positions in Å:
Tl -0.42 -0.52 -0.23  1.02
C -2.60 -2.18 -2.00  -1.40
N -2.55 -2.37 -0.56  1.23
C -2.26 -3.77 -0.21  -1.59
C -1.31 -3.94 0.99  1.48
C 0.06 -4.46 0.56  -1.68
N 0.67 -3.56 -0.38  0.18
C 1.93 -3.47 -0.39  -0.49
C 2.72 -2.65 -1.30  1.23
C 4.10 -2.78 -1.28  -0.64
C 4.93 -2.01 -2.07  -0.50
C 4.37 -1.01 -2.89  -0.72
C 3.02 -0.84 -2.95  -0.32
C 2.11 -1.69 -2.21  0.18
O 0.88 -1.60 -2.39  -0.41
C -3.76 -1.85 0.07  -1.07
C -3.73 -1.76 1.60  -0.67
C -2.84 -0.65 2.20  -0.90
N -1.46 -1.03 2.33  0.28
C -0.94 -1.09 3.49  -0.59
C 0.44 -1.39 3.82  0.93
C 0.76 -1.50 5.18  -0.58
C 2.05 -1.67 5.63  -0.81
C 3.09 -1.68 4.69  -0.36
C 2.83 -1.57 3.36  -1.05
C 1.49 -1.47 2.83  -0.08
O 1.30 -1.47 1.58  -0.19
H -3.41 -2.76 -2.47  0.40
H -1.64 -2.49 -2.42  0.32
H -2.73 -1.12 -2.23  0.30
H -1.78 -4.22 -1.08  0.68
H -3.20 -4.32 -0.03  0.25
H -1.72 -4.61 1.74  0.39
H -1.15 -2.96 1.43  -1.08
H -0.07 -5.43 0.05  0.39
H 0.69 -4.64 1.44  0.57
H 2.53 -4.04 0.33  0.12
H 4.54 -3.52 -0.62  0.38
H 6.00 -2.15 -2.05  0.40
H 5.02 -0.36 -3.47  0.42
H 2.57 -0.07 -3.56  0.33
H -4.62 -2.48 -0.21  0.26
H -3.92 -0.84 -0.32  0.44
H -3.45 -2.72 2.03  0.17
H -4.76 -1.54 1.92  0.60
H -3.27 -0.36 3.18  0.65
H -2.87 0.22 1.54  0.01
H -1.57 -0.89 4.38  0.00
H -0.05 -1.45 5.90  0.33
H 2.25 -1.77 6.69  0.36
H 4.12 -1.77 5.04  0.39
H 3.63 -1.57 2.62  0.39
C -3.56 3.95 0.36  -1.22
C -3.60 2.58 0.08  -0.20
N -2.46 2.17 -0.46  -0.52
N -1.69 3.25 -0.57  0.39
C -2.31 4.34 -0.07  -0.38
B -0.24 3.22 -1.10  -0.34
N -0.09 2.36 -2.38  1.50
C 0.76 2.66 -3.39  -0.27
C 0.62 1.71 -4.38  -1.39
C -0.36 0.84 -3.87  -0.30
N -0.77 1.23 -2.67  -0.69
N 0.68 2.75 0.03  1.47
C 2.01 2.50 -0.01  -0.31
C 2.41 2.15 1.26  -0.88
C 1.23 2.22 2.02  -0.54
N 0.20 2.57 1.28  -0.93
N 0.15 4.65 -1.53  1.19
C -0.54 5.41 -2.42  -0.42
C 0.16 6.58 -2.61  -0.94
C 1.30 6.43 -1.79  -0.39
N 1.28 5.27 -1.15  -1.13
H -4.32 4.57 0.81  0.42
H -4.42 1.89 0.24  0.43
H -1.85 5.31 -0.04  0.44
H 1.40 3.52 -3.34  0.41
H 1.14 1.67 -5.32  0.49
H -0.77 -0.05 -4.32  0.39
H 2.58 2.60 -0.91  0.49
H 3.39 1.89 1.60  0.46
H 1.09 2.02 3.07  0.45
H -1.47 5.07 -2.84  0.50
H -0.10 7.41 -3.24  0.41
H 2.12 7.11 -1.63  0.45

The multiplicity is 2. The LUMO energy (spin up / spin down) comes out at 0.0919 / -0.0010 Eh. The expectation value of S² is 0.806. The HOMO energy (spin up / spin down) comes out at -4.21 / -4.19 eV. The total charge is -1. The calculation puts the largest force on an atom at 0.0128 hartree/bohr.


[2]
Here is a structure of composition C33H37BeF3NO3SSb from the Open Molecules 2025 dataset. Energies are from ωB97M-V with the def2-TZVPD basis set.

Each line ends with the Mulliken charge.
Atoms and positions in Å:
Be -0.99 -1.22 -1.87  -0.79
N -4.34 -0.46 -0.49  -0.22
C -3.10 -0.87 -0.74  0.67
O -2.47 -0.42 -1.73  -0.66
C -2.43 -1.89 0.15  -0.82
C -1.19 -2.41 -0.59  0.21
H -4.70 0.34 -1.00  0.26
H -4.78 -0.71 0.37  0.26
H -3.17 -2.64 0.45  0.42
H -2.17 -1.34 1.06  0.08
H -1.40 -3.39 -1.02  0.79
H -0.35 -2.54 0.10  -0.54
C 1.34 -6.13 0.31  -1.58
C 1.78 -4.72 0.02  1.23
C 1.72 -4.20 -1.26  -0.76
C 2.08 -2.88 -1.52  -0.53
C 2.53 -2.10 -0.48  0.40
C 2.60 -2.59 0.82  -0.67
C 2.22 -3.90 1.06  -0.77
S 2.98 -0.40 -0.80  0.93
C 4.75 -0.69 -0.98  -1.25
O 2.85 0.34 0.50  -0.77
H 1.17 -6.69 -0.61  0.38
H 0.41 -6.13 0.88  0.30
H 2.08 -6.66 0.90  0.39
H 1.35 -4.82 -2.07  0.34
H 1.95 -2.46 -2.51  0.30
H 2.92 -1.93 1.62  0.48
H 2.27 -4.29 2.07  0.39
H 5.13 -1.13 -0.06  0.39
H 5.22 0.28 -1.15  0.40
H 4.92 -1.35 -1.83  0.40
F 0.78 -1.03 6.38  -0.35
C 0.60 -0.54 5.14  0.25
C 0.43 -1.43 4.09  -0.90
C 0.25 -0.91 2.82  -0.28
C 0.25 0.47 2.59  0.29
C 0.43 1.32 3.67  -0.30
C 0.61 0.83 4.96  -0.85
Sb -0.07 1.16 0.60  0.39
C -2.12 1.77 0.96  0.20
C -2.78 2.55 0.01  -0.11
C -4.10 2.93 0.17  -0.85
C -4.78 2.51 1.29  0.46
F -6.07 2.87 1.45  -0.37
C -4.18 1.73 2.26  -0.86
C -2.84 1.37 2.09  -0.27
C 0.71 3.14 0.86  0.12
C -0.06 4.19 1.36  -0.15
C 0.46 5.47 1.50  -0.84
C 1.77 5.68 1.13  0.25
F 2.29 6.92 1.25  -0.35
C 2.57 4.67 0.63  -0.62
C 2.03 3.40 0.50  -0.42
H 0.43 -2.49 4.29  0.49
H 0.13 -1.60 1.99  0.43
H 0.45 2.40 3.52  0.44
H 0.76 1.48 5.80  0.46
H -2.25 2.88 -0.88  0.40
H -4.61 3.56 -0.56  0.43
H -4.74 1.43 3.14  0.43
H -2.37 0.77 2.85  0.36
H -1.09 4.02 1.65  0.42
H -0.13 6.29 1.89  0.45
H 3.59 4.89 0.35  0.46
H 2.65 2.60 0.12  0.34
C 1.27 -0.09 -4.74  -1.71
C -0.03 0.06 -3.95  2.28
C -0.10 1.45 -3.33  -1.46
C -1.22 -0.16 -4.88  -1.76
O -0.02 -0.91 -2.93  0.46
H 1.34 0.63 -5.55  0.43
H 1.33 -1.10 -5.16  0.39
H 2.12 0.05 -4.07  0.22
H -0.06 2.24 -4.09  0.49
H 0.74 1.59 -2.64  0.26
H -1.03 1.57 -2.77  0.12
H -1.22 0.57 -5.70  0.44
H -2.16 -0.05 -4.33  0.23
H -1.18 -1.16 -5.30  0.41

The LUMO energy comes out at 0.0150 Eh. The HOMO energy comes out at -8.23 eV. The calculation puts the largest force on an atom at 0.0027 hartree/bohr.


[3]
Here is a structure of composition C33H37BrFN7O2ReSSi in a non-equilibrium geometry from the Open Molecules 2025 dataset. Energies are from ωB97M-V with the def2-TZVPD basis set.

Each line ends with the Mulliken charge.
Atoms and positions in Å:
Re 0.92 -0.13 0.64  1.89
C 1.64 -1.78 6.58  -1.06
C 1.85 -0.37 6.05  -0.48
N 2.47 -0.35 4.72  -0.20
C 1.79 -0.43 3.57  0.37
S 2.75 -0.47 2.09  -0.57
N 0.49 -0.52 3.60  -1.84
N -0.10 -0.57 2.35  1.82
C -1.38 -0.78 2.32  0.99
C -2.22 -0.95 3.53  -2.13
C -1.91 -0.94 0.98  0.25
C -3.20 -1.35 0.71  -1.02
C -3.58 -1.57 -0.60  -0.83
C -2.65 -1.39 -1.62  -1.20
C -1.38 -0.97 -1.28  -1.05
N -1.02 -0.73 -0.01  0.59
H 1.16 -1.75 7.56  0.36
H 2.59 -2.31 6.68  0.32
H 0.99 -2.35 5.91  0.29
H 2.50 0.20 6.71  0.47
H 0.90 0.16 5.98  0.23
H 3.47 -0.41 4.66  0.25
H -1.72 -0.55 4.40  0.43
H -2.41 -2.01 3.71  0.32
H -3.19 -0.45 3.41  0.50
H -3.90 -1.51 1.52  0.57
H -4.59 -1.90 -0.83  0.48
H -2.90 -1.57 -2.65  0.60
H -0.62 -0.82 -2.03  1.09
C 1.27 2.55 2.79  -1.37
O 0.57 2.05 1.62  -0.45
C -0.40 2.89 1.10  0.40
C -1.04 3.87 1.81  -0.25
C -1.95 4.68 1.13  -0.51
Br -2.83 6.04 2.08  -0.14
C -2.21 4.50 -0.21  -0.92
C -1.58 3.47 -0.92  0.68
C -0.68 2.67 -0.23  -0.03
O 0.06 1.64 -0.82  -0.68
C -1.88 3.32 -2.36  0.10
N -2.42 4.26 -3.06  -0.72
C -2.57 3.72 -4.34  0.18
C -3.11 4.30 -5.49  -0.72
C -3.18 3.53 -6.63  -0.54
C -2.72 2.20 -6.64  -0.52
C -2.18 1.61 -5.52  -0.97
C -2.11 2.41 -4.38  0.94
N -1.66 2.17 -3.09  0.36
H 1.42 3.62 2.68  0.66
H 2.23 2.06 2.82  0.36
H 0.70 2.34 3.69  0.39
H -0.85 4.04 2.86  0.63
H -2.90 5.14 -0.75  0.65
H 0.62 2.02 -1.52  0.35
H -3.46 5.33 -5.47  0.47
H -3.59 3.95 -7.54  0.40
H -2.80 1.62 -7.55  0.41
H -1.84 0.58 -5.53  0.40
H -1.34 1.30 -2.73  -0.02
C 0.37 -4.24 -1.41  -0.91
Si 1.27 -3.46 0.01  -0.12
C 0.16 -3.55 1.48  -0.81
C 2.88 -4.24 0.49  -1.06
N 1.61 -1.71 -0.43  0.82
C 2.52 -1.43 -1.45  1.42
C 3.13 -2.39 -2.28  -0.66
C 4.04 -2.02 -3.26  -1.27
C 4.38 -0.68 -3.45  -0.51
C 3.79 0.30 -2.66  -1.06
C 2.90 -0.12 -1.72  0.60
F 2.27 0.83 -0.93  -0.29
H 0.02 -5.22 -1.09  0.41
H 0.97 -4.38 -2.32  0.39
H -0.51 -3.64 -1.68  0.23
H 0.08 -4.61 1.76  0.62
H -0.86 -3.20 1.27  0.21
H 0.55 -3.01 2.35  0.08
H 2.67 -5.24 0.88  0.40
H 3.35 -3.66 1.30  0.31
H 3.61 -4.34 -0.32  0.40
H 2.90 -3.44 -2.16  0.39
H 4.49 -2.79 -3.87  0.46
H 5.09 -0.40 -4.21  0.44
H 4.02 1.35 -2.77  0.53

The multiplicity is 2. The LUMO energy (spin up / spin down) comes out at -0.2502 / -0.2771 Eh. The expectation value of S² is 0.817. The HOMO energy (spin up / spin down) comes out at -12.61 / -12.61 eV. The total charge is +2. The calculation puts the largest force on an atom at 0.0319 hartree/bohr.


- Look up the largest force on an atom of the first one.
  0.0128 hartree/bohr


- What is the largest force on an atom in the second record?
  0.0027 hartree/bohr


- Which formula does entry 2 have?
  C33H37BeF3NO3SSb


- What is the largest force on an atom in the second record?
  0.0027 hartree/bohr